1.
Density functional theory data (wB97M-V/def2-TZVPD) for a 6-piece molecular cluster, H12O6 overall.

Positions of all 18 atoms, in Å:
O1 1.15837 0.33762 -2.94167
H1 2.10100 0.42816 -3.08124
H2 0.81265 0.08165 -3.79677
O2 0.94640 1.58394 0.89221
H3 0.88012 2.50447 0.63830
H4 1.84965 1.48219 1.19225
O3 0.34024 -2.41814 0.73753
H5 0.29261 -1.50139 0.46639
H6 -0.04781 -2.90410 0.00987
O4 0.27775 0.60865 3.49178
H7 0.71949 -0.23629 3.40706
H8 0.20097 0.93045 2.59357
O5 -3.18476 -0.56889 0.04422
H9 -3.54929 -0.83752 -0.79910
H10 -2.26726 -0.37058 -0.14316
O6 -0.52229 0.11412 -0.87138
H11 -0.01400 0.53619 -0.17875
H12 0.00614 0.22948 -1.66112

Atomic forces in eV per Å
-0.2 0.0 0.0
0.3 0.1 0.1
-0.2 -0.1 -0.3
-0.2 -0.2 0.0
-0.2 0.5 -0.1
0.4 -0.1 0.1
0.1 0.0 0.5
-0.1 0.5 -0.3
-0.2 -0.4 -0.3
-0.2 0.0 0.4
0.2 -0.5 0.2
-0.1 0.4 -0.5
-0.5 0.0 1.0
-0.6 -0.3 -0.8
1.6 0.4 -0.4
-1.6 -1.0 0.9
0.6 0.8 0.6
0.7 0.1 -1.1

## Properties
Kohn-Sham gap (alpha / beta)	12.384 / 3.105	eV
electronic energy	-458.2273	Eh
multiplicity	2
energy above the lowest of the compared OMol25 structures with the same formula, charge and spin	1.207	eV
total charge	+1

Population analysis type Mulliken, resulting atomic charges in e: number 1, O, carries -0.62; number 2, H, carries 0.30; number 3, H, carries 0.30; number 4, O, carries -0.72; number 5, H, carries 0.30; number 6, H, carries 0.34; number 7, O, carries -0.50; number 8, H, carries 0.36; number 9, H, carries 0.34; number 10, O, carries -0.54; number 11, H, carries 0.35; number 12, H, carries 0.37; number 13, O, carries -0.28; number 14, H, carries 0.40; number 15, H, carries 0.45; number 16, O, carries -0.67; number 17, H, carries 0.42; number 18, H, carries 0.42

2.
Density functional theory data (wB97M-V/def2-TZVPD) for an isolated molecule of C4H9N.

Positions of all 14 atoms, in Å:
C1 2.12779 0.05146 -0.14624
C2 0.92032 -0.04327 0.42746
C3 -0.38806 -0.02845 -0.31296
C4 -1.17366 1.22237 0.04278
N1 -1.20901 -1.21787 -0.07626
H1 3.03093 -0.01316 0.42903
H2 2.24211 0.17832 -1.23077
H3 0.84535 -0.19150 1.50196
H4 -0.21252 0.02427 -1.38670
H5 -1.48119 1.19764 1.11184
H6 -0.56185 2.12919 -0.07788
H7 -2.08276 1.30634 -0.58249
H8 -0.64933 -2.08051 -0.17842
H9 -1.58602 -1.23820 0.88104

Atomic forces in eV per Å
-1.0 -0.1 -0.2
0.9 -0.2 -0.6
-0.1 0.2 0.1
-0.6 0.4 0.5
0.1 -0.8 0.5
0.3 0.1 0.2
-0.1 -0.1 0.4
0.0 0.1 0.0
0.3 -0.1 -0.1
0.1 0.0 -0.6
-0.2 -0.3 -0.1
0.4 0.0 0.3
-0.4 0.7 0.0
0.3 0.2 -0.5

## Properties
Kohn-Sham gap	10.464	eV
electronic energy	-212.5345	Eh
multiplicity	1
SMILES string	C=C[C@H](C)N
energy above the lowest of the compared OMol25 structures with the same formula, charge and spin	0.452	eV

Population analysis type Mulliken, resulting atomic charges in e: number 1, C, carries -0.71; number 2, C, carries -0.29; number 3, C, carries 0.43; number 4, C, carries -1.28; number 5, N, carries -0.67; number 6, H, carries 0.28; number 7, H, carries 0.23; number 8, H, carries 0.25; number 9, H, carries 0.28; number 10, H, carries 0.31; number 11, H, carries 0.35; number 12, H, carries 0.32; number 13, H, carries 0.26; number 14, H, carries 0.25

3.
Density functional theory data (wB97M-V/def2-TZVPD) for an isolated ion of composition C4H6NO and charge +1.

Positions of all 12 atoms, in Å:
C1 -0.21111 1.07996 0.34450
C2 0.97912 0.43852 -0.35562
C3 -1.09182 -0.02531 0.52942
C4 0.61764 -0.81020 -0.83193
N1 -0.87343 -1.08940 -0.21932
O1 -1.45795 -2.14178 -0.28452
H1 0.02204 1.46948 1.39084
H2 -0.66757 1.80248 -0.21202
H3 1.82264 0.90081 -0.98505
H4 1.71903 0.02758 0.42461
H5 -1.90817 0.08544 1.28135
H6 1.04957 -1.73758 -1.08226

Atomic forces in eV per Å
2.7 -1.2 2.5
3.4 0.8 -0.5
-2.0 0.1 0.8
-5.3 -1.0 2.8
3.3 0.4 -0.7
-0.3 -0.6 -0.4
0.1 -0.1 -1.5
-1.1 2.5 -1.5
-1.5 0.2 0.6
-0.6 0.4 -0.1
0.5 -0.8 -1.0
0.9 -0.7 -1.1

## Properties
Kohn-Sham gap (alpha / beta)	6.936 / 6.913	eV
electronic energy	-285.5358	Eh
multiplicity	1
energy above the lowest of the compared OMol25 structures with the same formula, charge and spin	5.073	eV
total charge	+1

Population analysis type Mulliken, resulting atomic charges in e: number 1, C, carries -0.39; number 2, C, carries -0.35; number 3, C, carries -0.25; number 4, C, carries -0.25; number 5, N, carries 0.54; number 6, O, carries -0.55; number 7, H, carries 0.33; number 8, H, carries 0.34; number 9, H, carries 0.42; number 10, H, carries 0.30; number 11, H, carries 0.41; number 12, H, carries 0.42

- Look up the energy above the lowest of the compared OMol25 structures with the same formula, charge and spin of the first one.
  1.207 eV

- Which value of energy above the lowest of the compared OMol25 structures with the same formula, charge and spin does entry 1 give?
  1.207 eV